Entry 1:
The following is a DFT calculation (the ωB97M-V functional and the def2-TZVPD basis) of a cluster of 2 separate species, C3H10BNO2 in total in a non-equilibrium geometry.

- HOMO energy (eV) = -8.417
- charge = 0
- relative energy (zero: lowest compared OMol25 entry of this formula, charge and spin) (kcal/mol) = 79.8

Last column: natural (NBO) charge in e.
Atoms and positions in Å:
1 B 0.28547 -0.87494 -0.04060  1.299
2 C -2.19366 -1.11753 -0.30475  -0.432
3 C 2.56662 -0.21226 -0.05568  -0.275
4 C -0.27956 1.82858 0.18106  -0.233
5 N -0.88138 -1.42760 0.32499  -0.931
6 O 1.51608 -1.14934 0.13575  -0.712
7 O 0.02805 1.10417 -0.90334  -0.799
8 H -2.77118 -1.80303 -0.98329  0.209
9 H -2.73715 -0.58643 0.40073  0.198
10 H -1.96324 -0.38731 -1.06996  0.239
11 H 2.09071 0.64685 -0.54320  0.237
12 H 3.28759 -0.53901 -0.81908  0.196
13 H 2.94957 0.10187 0.94300  0.192
14 H 0.12161 2.87643 -0.02017  0.144
15 H 0.31640 1.48795 1.03766  0.112
16 H -1.23962 2.02586 0.58624  0.140
17 H -1.09633 -1.97427 1.13064  0.417

Forces on atoms 1 to 2 (eV/Å):
B -1.3 3.4 -1.4
C 1.5 0.7 -2.6

=====

Entry 2:
The following is a DFT calculation (the ωB97M-V functional and the def2-TZVPD basis) of a cluster of 11 separate species, C14H38N10O22 in total in a non-equilibrium geometry.

- SMILES = C[N+](=O)[O-].C[N+](=O)[O-].C[N+](=O)[O-].C[N+](=O)[O-].C[N+](=O)[O-].C[N+](=O)[O-].C[N+](=O)[O-].C[N+](=O)[O-].C[N+](=O)[O-].C[N+](=O)[O-].CCOC(C)=O
- HOMO energy (eV) = -10.798
- charge = 0
- relative energy (zero: lowest compared OMol25 entry of this formula, charge and spin) (kcal/mol) = 72.8

Last column: Löwdin charge in e.
Atoms and positions in Å:
1 C -0.21157 1.57492 -0.37082  0.041
2 N -1.02596 1.73558 -1.64236  -0.451
3 O -1.52891 0.77763 -2.14153  0.079
4 O -1.18563 2.84811 -2.10381  0.057
5 H -0.53035 2.18689 0.47297  0.092
6 H 0.82748 1.84120 -0.56466  0.092
7 H -0.18302 0.53973 -0.03073  0.089
8 C 0.31459 -0.31004 5.59528  0.036
9 N -0.83224 -1.04785 6.11145  -0.467
10 O -1.32182 -1.90136 5.41018  0.064
11 O -1.33712 -0.72159 7.18075  0.060
12 H 1.07335 -1.08996 5.53117  0.107
13 H 0.50414 0.45234 6.35089  0.098
14 H 0.06102 0.12575 4.62890  0.103
15 C 1.63070 9.90932 4.78439  0.036
16 N 1.93259 10.96123 5.82109  -0.414
17 O 2.44697 11.97840 5.34724  0.049
18 O 1.78005 10.71592 7.02451  0.045
19 H 0.92305 9.14881 5.11449  0.090
20 H 2.52915 9.45866 4.36273  0.101
21 H 1.13959 10.40110 3.94471  0.092
22 C 6.11120 -0.79665 9.40160  0.032
23 N 5.98674 0.43431 10.17662  -0.461
24 O 6.97860 1.07918 10.45196  0.079
25 O 4.84858 0.72579 10.54018  0.041
26 H 5.51370 -1.54762 9.91846  0.106
27 H 7.16054 -1.06805 9.28624  0.100
28 H 5.75424 -0.48796 8.41906  0.104
29 C 1.03360 9.63181 12.86347  0.041
30 N -0.11020 8.70252 12.84098  -0.440
31 O -0.72819 8.69459 11.79445  0.056
32 O -0.23038 7.81209 13.70607  0.033
33 H 1.89565 9.06273 12.51545  0.109
34 H 1.08332 9.69679 13.95039  0.095
35 H 0.88297 10.61373 12.41488  0.106
36 C 6.53744 7.70353 8.12764  0.048
37 N 7.46086 6.68748 7.53646  -0.438
38 O 7.68091 5.59442 8.06078  0.048
39 O 7.96040 7.03792 6.47334  0.048
40 H 5.56040 7.23351 8.23977  0.090
41 H 6.47626 8.60682 7.52066  0.102
42 H 6.91236 7.71695 9.15104  0.101
43 C -2.97696 3.87638 10.29696  0.034
44 N -2.42763 2.52835 10.58121  -0.426
45 O -1.24981 2.38833 10.32528  0.054
46 O -3.15720 1.60841 11.03260  0.045
47 H -3.37639 3.91485 9.28351  0.100
48 H -2.15138 4.55033 10.52563  0.096
49 H -3.80958 4.10715 10.96149  0.096
50 C 9.45294 2.87325 0.96965  0.038
51 N 9.60561 4.26478 0.39831  -0.436
52 O 8.65686 4.65395 -0.25979  0.056
53 O 10.47198 4.92688 0.96634  0.056
54 H 8.60580 3.08821 1.62100  0.098
55 H 10.37027 2.56387 1.47054  0.096
56 H 9.05370 2.15989 0.24866  0.091
57 C 2.66615 4.41128 13.76477  0.039
58 N 4.06689 4.78670 13.45701  -0.419
59 O 5.01255 4.21477 14.06345  0.041
60 O 4.22814 5.65903 12.61527  0.043
61 H 2.11992 4.27201 12.83185  0.099
62 H 2.16809 5.04444 14.49903  0.103
63 H 2.86090 3.46263 14.26501  0.094
64 C -3.79948 7.39146 6.80071  0.027
65 N -4.04493 7.57800 5.36234  -0.436
66 O -5.23691 7.53522 5.02642  0.056
67 O -3.07481 7.59817 4.61007  0.055
68 H -3.39032 8.35688 7.09844  0.104
69 H -3.13496 6.54397 6.96883  0.098
70 H -4.73958 7.27031 7.33889  0.096
71 C 1.68366 5.13297 7.97190  -0.090
72 C 2.72713 4.09350 8.00369  -0.227
73 O 2.76018 3.48249 6.72482  -0.033
74 C 3.13815 4.15886 5.61017  -0.487
75 C 3.22310 3.14914 4.44093  0.017
76 O 3.34001 5.35082 5.50154  0.093
77 H 0.69414 4.77441 7.68840  0.087
78 H 1.94545 6.04676 7.43846  0.074
79 H 1.60151 5.48547 9.00005  0.078
80 H 3.66084 4.48583 8.40662  0.132
81 H 2.39829 3.28299 8.65411  0.127
82 H 4.03995 3.29327 3.73377  0.081
83 H 2.29463 3.01618 3.88563  0.079
84 H 3.51040 2.19394 4.88040  0.071

Forces on atoms 1 to 2 (eV/Å):
C 0.8 -0.4 0.3
N -0.2 1.3 0.5

=====

Entry 3:
The following is a DFT calculation (the ωB97M-V functional and the def2-TZVPD basis) of a structure of composition C24H21CaF5PS2.

- HOMO energy (eV) = -3.380
- charge = -1
- relative energy (zero: lowest compared OMol25 entry of this formula, charge and spin) (kcal/mol) = 22.1

Last column: natural (NBO) charge in e.
Atoms and positions in Å:
1 Ca 2.15385 1.58882 1.32108  1.631
2 C -1.79333 3.09719 3.51604  -0.645
3 C -0.74292 2.28442 2.76807  -0.168
4 S 0.20865 3.27959 1.64346  -0.650
5 C -0.60418 0.96689 3.01019  -0.193
6 C -1.41331 0.27243 4.08792  -0.639
7 S 0.52373 -0.17391 2.22993  -0.664
8 H -1.90625 4.06485 3.03227  0.219
9 H -1.50008 3.27013 4.55617  0.201
10 H -2.76823 2.60240 3.51369  0.194
11 H -2.25771 0.86435 4.44244  0.196
12 H -0.76353 0.05525 4.94116  0.207
13 H -1.78072 -0.68645 3.71628  0.205
14 C -1.14210 -2.32261 -5.43514  -0.228
15 C 0.13943 -2.55922 -4.95041  -0.204
16 C 0.57077 -1.92925 -3.79551  -0.244
17 C -0.26449 -1.05591 -3.09129  -0.208
18 C -1.53792 -0.81107 -3.59711  -0.251
19 C -1.97299 -1.44532 -4.75677  -0.212
20 P 0.42721 -0.27145 -1.55914  0.756
21 C -1.06982 0.55469 -0.91416  -0.241
22 C -2.08962 -0.03237 -0.16960  -0.217
23 C -3.23816 0.68462 0.12123  -0.214
24 C -3.38478 1.99238 -0.32685  -0.209
25 C -2.36155 2.59403 -1.04029  -0.193
26 C -1.20745 1.87728 -1.32504  -0.225
27 C 0.74957 -1.83034 -0.64348  -0.206
28 C -0.17680 -2.85839 -0.48252  -0.242
29 C 0.18796 -4.03797 0.14395  -0.197
30 C 1.49448 -4.22841 0.57854  -0.210
31 C 2.43469 -3.22890 0.38761  -0.212
32 C 2.06049 -2.03832 -0.22166  -0.227
33 H -1.48520 -2.81726 -6.33509  0.205
34 H 0.80153 -3.23830 -5.47426  0.206
35 H 1.57041 -2.12202 -3.41957  0.214
36 H -2.20393 -0.12729 -3.08678  0.228
37 H -2.97326 -1.25230 -5.12660  0.207
38 H -1.96748 -1.03183 0.22500  0.222
39 H -4.02455 0.22376 0.70754  0.207
40 H -4.28585 2.54670 -0.09572  0.205
41 H -2.44573 3.62869 -1.34761  0.211
42 H -0.39683 2.34948 -1.86803  0.215
43 H -1.18637 -2.74156 -0.85540  0.213
44 H -0.54963 -4.81723 0.29571  0.205
45 H 1.77825 -5.15607 1.05950  0.207
46 H 3.45793 -3.37314 0.71307  0.213
47 H 2.79453 -1.25420 -0.37217  0.202
48 F 5.14396 1.31213 3.08781  -0.393
49 C 4.22496 2.18768 2.49845  0.066
50 F 4.05109 3.19111 3.44861  -0.383
51 C 5.01152 2.84110 1.38122  0.873
52 F 6.09228 3.57770 1.69280  -0.328
53 F 5.43005 1.88084 0.51396  -0.349
54 F 4.18741 3.65260 0.65650  -0.355

Forces on atoms 1 to 2 (eV/Å):
Ca -0.1 0.1 -0.2
C 0.1 -0.1 -0.1